A molecular structure, C41H27F15MnN5O2 in a non-equilibrium geometry. Source: OMol25; level of theory: the ωB97M-V functional and the def2-TZVPD basis.

As for the LUMO energy: -14.0 eV. As for the charge: +4. The energy comes out at -4650.355775 hartree. The calculation puts the HOMO energy at -0.7188 Ha. The calculation puts the max |F| at 0.02451 Eh/bohr. As for the HOMO-LUMO gap: 0.2061 Ha.

Geometry as XYZ:
```
91
Properties=species:S:1:pos:R:3:mulliken_charge:R:1
C 3.03367 2.67956 1.47590 0.04
C 0.44871 2.39050 -2.87682 0.31
N 0.04576 0.78498 1.21841 1.09
C 4.77278 2.17986 -0.10875 -1.10
H -3.78302 4.58191 -1.16492 0.59
F -1.59611 7.56969 -0.03528 -0.24
C -2.58551 6.70034 0.14379 0.66
C -0.83360 4.91223 0.44764 -1.02
H -2.02313 0.13526 3.78464 0.55
F -0.23176 3.48079 -2.81094 -0.21
C 3.20300 -2.84552 -0.16117 0.27
C -4.43799 -0.29650 -0.59755 -1.20
H -1.43080 -1.00909 -4.71820 0.60
C 1.58511 -0.22954 -3.27944 0.38
F 4.92678 -1.10592 1.35433 -0.25
H 0.82915 -3.77844 5.14555 0.45
F 1.45337 -0.00653 -4.57730 -0.25
C 1.35698 -2.18494 1.44296 -0.47
O 2.48377 -0.58524 0.02633 1.00
C 0.16916 -2.08404 0.67950 -0.45
H -0.83203 -4.33297 4.85963 0.43
Mn -0.25184 0.76902 -0.81756 1.05
H 4.53080 0.20439 -1.00901 0.58
F 1.89520 -1.51400 -3.09691 -0.24
C 0.00657 0.75878 3.99118 -1.75
N 3.04846 0.63881 0.34976 -0.05
F 4.12478 -2.68573 2.55729 -0.17
H 0.55712 3.31163 0.64639 0.36
F 3.41901 -0.67508 2.84518 -0.13
H -3.14982 -4.24130 -4.80029 0.46
C -2.30897 3.05785 -0.87842 -0.34
H -2.97771 -0.06830 -2.15142 0.56
H -2.72223 -2.77454 -5.75246 0.46
C -1.28636 -1.62985 -3.84245 -0.28
F 1.21037 2.22120 -1.71566 -0.13
C 4.21489 3.03634 0.82571 -1.03
C -1.12065 0.42012 3.26770 -0.58
F 4.18901 -2.35876 -0.89899 -0.24
C 1.15840 1.07268 1.92345 0.11
F 2.58854 0.49246 -2.79532 -0.16
C 3.82619 -1.57102 1.93991 0.21
H -0.00869 0.74964 5.07304 0.56
C 2.41943 1.47075 1.22240 -0.39
H 2.06877 1.36498 3.83876 0.73
C 0.15889 -4.23910 4.42138 -1.71
C -0.40502 -2.03959 -1.58327 1.39
C 4.16548 0.96295 -0.33177 -0.44
C 0.20688 0.03486 -2.58452 1.86
C -0.68457 -3.46260 -1.71151 -0.51
N -1.12174 2.67787 -0.37938 0.96
C -2.07040 5.28090 -0.06560 0.29
C -0.40415 3.61819 0.26484 -0.28
H -5.25543 -0.47004 -1.28270 0.57
H -1.61652 -4.15602 -5.61930 0.38
H -2.87813 2.31520 -1.41953 0.52
H -5.62882 -0.36823 1.19405 0.56
F 2.19563 -3.16063 -0.98672 -0.14
N 0.04661 -1.38297 -0.55265 0.96
H 2.20241 -3.04172 3.20952 0.71
C -1.02930 -3.35404 2.37687 -1.33
C -1.34806 -3.89256 -2.81155 -1.34
C 0.12641 -3.47551 3.13390 0.13
C -2.29686 0.18518 1.04629 0.23
H -1.57891 -4.94421 -2.92719 0.56
C 2.70563 -1.77542 0.87123 0.87
N -2.10739 0.14090 -0.29029 1.10
H -1.91429 -2.55114 0.60327 0.49
F -3.56637 6.97829 -0.70203 -0.24
C -2.81898 4.33486 -0.74159 -1.28
C -1.08444 0.46756 1.87832 0.28
F 3.59148 -3.93696 0.45554 -0.23
H 5.67542 2.42840 -0.65069 0.61
C -3.16058 -0.08824 -1.08396 -0.55
H 0.53346 -5.24823 4.23188 0.33
C -0.61581 -1.18817 -2.75725 -0.75
F 1.24542 2.37152 -3.88606 -0.20
C -3.55520 0.01428 1.60125 -0.55
O -0.45187 1.28330 -2.84630 -0.44
C -2.35467 -3.54182 -5.07672 -1.52
F -3.03845 6.82005 1.38926 -0.22
H -0.36135 -4.16136 -0.95351 0.71
C -1.69920 -3.00303 -3.88038 0.46
C 1.16573 1.10227 3.30575 -0.34
C 1.30072 -2.89143 2.62959 -0.53
H 4.68832 3.98534 1.04724 0.55
H -3.70718 0.09002 2.66643 0.55
H -0.21574 5.62480 0.97596 0.56
C -4.64083 -0.23737 0.77319 -1.15
H 2.57125 3.35502 2.18451 0.66
H -1.95758 -3.78485 2.72849 0.53
C -0.99746 -2.68296 1.16508 0.16
```